The following is a quantum chemistry calculation of C34H34IrN2O2PS4 as an isolated structure, from OMol25.

Results
DFT total energy in Eh: -3614.51842
LUMO level (spin up / spin down) in hartree: 0.08978 / 0.08977
Spin multiplicity: 2
Energy relative to the best compared isomer or geometry (same formula, charge and spin) in kJ/mol: 317.7
HOMO-LUMO gap (spin up / spin down) in eV: 5.00 / 6.28
Net charge: -1

CARTESIAN COORDINATES (ANGSTROEM)
Ir: -0.467 -0.053 -0.478
C: 2.616 -0.405 4.522
C: 1.364 0.483 4.493
C: 0.137 -0.431 4.537
C: 1.343 1.373 5.743
C: 1.394 1.356 3.237
C: 2.451 2.243 3.037
C: 2.526 3.024 1.886
C: 1.546 2.916 0.921
S: 1.438 3.734 -0.625
C: -0.050 2.758 -1.088
N: -0.415 1.924 0.050
C: 0.473 2.037 1.097
C: 0.399 1.273 2.265
C: -1.439 2.343 -2.691
C: -2.215 2.426 -3.899
C: -2.323 1.423 -4.790
C: -1.730 0.151 -4.510
C: -1.167 -0.129 -3.316
C: -0.983 0.795 -2.203
H: 2.619 -1.031 5.420
H: 3.529 0.192 4.516
H: 2.641 -1.054 3.644
H: 0.166 -1.035 5.447
H: 0.112 -1.112 3.684
H: -0.793 0.141 4.540
H: 1.328 0.758 6.648
H: 0.457 2.010 5.744
H: 2.220 2.020 5.786
H: 3.241 2.324 3.773
H: 3.367 3.692 1.738
H: -0.449 0.613 2.385
H: -2.762 3.351 -4.053
H: -2.916 1.549 -5.688
H: -1.796 -0.637 -5.253
H: -0.818 -1.138 -3.129
C: -3.910 -5.191 1.430
C: -2.538 -4.558 1.484
O: -2.649 -3.122 1.548
P: -2.317 -2.244 0.263
S: -2.562 -0.292 0.632
S: -0.497 -2.511 -0.498
O: -3.440 -2.813 -0.734
C: -3.506 -2.299 -2.078
C: -4.775 -2.812 -2.713
H: -3.815 -6.278 1.438
H: -4.434 -4.888 0.525
H: -4.500 -4.888 2.295
H: -1.930 -4.843 0.622
H: -2.000 -4.853 2.385
H: -2.621 -2.635 -2.620
H: -3.487 -1.208 -2.042
H: -4.782 -3.902 -2.743
H: -4.847 -2.435 -3.734
H: -5.648 -2.471 -2.156
S: 3.673 0.574 -2.850
C: 3.831 -0.448 -1.448
C: 4.973 -1.070 -0.978
C: 4.904 -1.798 0.203
C: 3.699 -1.868 0.898
C: 2.555 -1.249 0.423
C: 2.595 -0.546 -0.786
N: 1.542 0.117 -1.382
C: 1.986 0.856 -2.467
C: 1.214 1.839 -3.086
C: 1.496 3.025 -3.778
C: 0.659 4.186 -3.628
C: -0.416 4.487 -2.815
C: -1.132 3.573 -1.821
C: -0.042 1.887 -2.388
H: 5.909 -0.975 -1.516
H: 5.788 -2.288 0.592
H: 3.656 -2.408 1.836
H: 1.639 -1.289 0.996
H: 2.421 3.153 -4.330
H: 0.986 5.029 -4.231
H: -0.814 5.492 -2.905
H: -1.905 4.080 -1.236

***

The following is a quantum chemistry calculation of C34H34MgN7O3S as an isolated structure, from OMol25.

Results
DFT total energy in Eh: -2523.28196
LUMO level in hartree: -0.09937
Spin multiplicity: 1
HOMO-LUMO gap in eV: 6.68
Net charge: +1

CARTESIAN COORDINATES (ANGSTROEM)
Mg: -0.757 -0.719 -0.121
C: -1.903 -3.842 -0.604
O: -0.909 -2.820 -0.740
C: 0.350 -3.229 -1.207
C: 0.520 -4.281 -2.083
C: 1.811 -4.610 -2.487
C: 2.903 -3.905 -2.000
C: 2.721 -2.864 -1.096
C: 1.442 -2.516 -0.701
N: 1.069 -1.507 0.235
N: 1.904 -1.263 1.165
C: 1.430 -0.616 2.270
C: 0.034 -0.576 2.611
O: -0.918 -0.854 1.802
C: -0.307 -0.263 3.976
C: 0.628 0.131 4.861
C: 2.019 0.232 4.514
C: 2.963 0.705 5.442
C: 4.291 0.787 5.110
C: 4.705 0.385 3.831
C: 3.794 -0.075 2.908
C: 2.427 -0.163 3.231
H: -1.467 -4.727 -0.147
H: -2.329 -4.103 -1.574
H: -2.674 -3.441 0.048
H: -0.326 -4.850 -2.446
H: 1.956 -5.429 -3.180
H: 3.902 -4.178 -2.311
H: 3.560 -2.325 -0.675
H: -1.354 -0.322 4.244
H: 0.333 0.391 5.873
H: 2.625 1.004 6.428
H: 5.015 1.152 5.827
H: 5.753 0.443 3.566
H: 4.119 -0.378 1.922
N: -2.588 2.760 1.267
C: -1.949 3.167 2.476
C: -2.701 3.564 3.567
C: -2.062 3.974 4.731
C: -0.678 3.962 4.807
C: 0.071 3.523 3.723
C: -0.566 3.138 2.555
S: 0.373 2.602 1.167
N: -0.751 1.622 0.322
C: -2.005 1.861 0.425
C: -2.942 1.159 -0.525
C: -3.823 1.912 -1.285
C: -4.621 1.261 -2.211
C: -4.524 -0.114 -2.326
C: -3.619 -0.784 -1.525
N: -2.824 -0.177 -0.638
H: -3.595 2.744 1.300
H: -3.784 3.566 3.505
H: -2.653 4.296 5.578
H: -0.177 4.287 5.709
H: 1.154 3.488 3.780
H: -3.862 2.986 -1.163
H: -5.308 1.821 -2.832
H: -5.135 -0.666 -3.027
H: -3.531 -1.861 -1.582
C: -1.181 -1.457 -4.349
N: -0.223 -0.367 -4.306
C: -0.350 0.590 -5.401
C: 0.282 0.008 -3.094
O: -0.275 -0.322 -2.028
N: 1.442 0.696 -3.082
C: 2.408 0.681 -4.175
C: 1.934 1.244 -1.824
H: -1.051 -1.999 -5.286
H: -2.210 -1.091 -4.306
H: -1.006 -2.143 -3.522
H: -1.399 0.882 -5.512
H: -0.014 0.154 -6.343
H: 0.228 1.487 -5.205
H: 2.148 -0.082 -4.902
H: 3.388 0.443 -3.761
H: 2.475 1.650 -4.673
H: 1.104 1.390 -1.146
H: 2.416 2.202 -2.013
H: 2.658 0.567 -1.364

***

The following is a quantum chemistry calculation of C34H35AsO6OsSSi as an isolated structure, from OMol25.

Results
DFT total energy in Eh: -4782.15729
LUMO level (spin up / spin down) in hartree: 0.15117 / 0.15117
Spin multiplicity: 1
Energy relative to the best compared isomer or geometry (same formula, charge and spin) in kJ/mol: 114.8
HOMO-LUMO gap (spin up / spin down) in eV: 3.48 / 3.48
Net charge: -2

CARTESIAN COORDINATES (ANGSTROEM)
Os: 0.778 -1.770 -0.762
O: 0.895 -4.630 2.967
As: 1.668 -3.345 1.951
O: 2.982 -3.986 1.240
O: 0.364 -2.549 1.287
C: 2.254 -2.286 3.530
C: 2.342 -2.958 4.753
C: 2.805 -2.327 5.896
C: 3.209 -1.000 5.849
C: 3.139 -0.314 4.650
C: 2.657 -0.956 3.514
S: 2.581 0.076 2.066
O: 1.248 0.816 2.377
O: 3.656 1.023 2.149
O: 2.460 -0.706 0.876
H: 0.433 -5.213 2.357
H: 2.038 -3.994 4.797
H: 2.854 -2.879 6.828
H: 3.585 -0.503 6.736
H: 3.461 0.716 4.575
C: -1.218 0.854 0.857
Si: 0.267 1.815 1.373
C: 1.327 2.541 0.039
C: -0.184 3.160 2.623
C: -0.724 4.369 2.176
C: -1.093 5.372 3.062
C: -0.928 5.187 4.427
C: -0.393 3.995 4.894
C: -0.027 2.996 4.000
H: -1.863 1.460 0.213
H: -1.791 0.491 1.713
H: -0.851 -0.011 0.261
H: 0.728 3.149 -0.646
H: 1.753 1.732 -0.561
H: 2.134 3.148 0.452
H: -0.856 4.533 1.110
H: -1.507 6.301 2.686
H: -1.213 5.968 5.123
H: -0.258 3.842 5.958
H: 0.397 2.072 4.378
C: -0.991 2.844 -3.680
C: -1.577 1.819 -2.909
C: -0.792 0.804 -2.423
C: 0.598 0.734 -2.658
C: 1.383 -0.342 -2.060
C: 2.769 -0.205 -2.281
C: 3.352 0.846 -3.003
C: 2.593 1.834 -3.584
C: 1.189 1.795 -3.409
C: 0.356 2.825 -3.921
H: -1.604 3.649 -4.073
H: -2.643 1.826 -2.705
H: -1.196 0.004 -1.815
H: 3.428 -0.964 -1.871
H: 4.434 0.867 -3.116
H: 3.043 2.644 -4.150
H: 0.820 3.620 -4.500
C: -0.701 -2.443 -4.236
C: -1.321 -2.877 -2.900
C: -1.842 -4.319 -3.073
C: -0.230 -2.874 -1.812
C: -2.544 -2.045 -2.519
C: -3.401 -1.512 -3.481
C: -4.545 -0.809 -3.121
C: -4.858 -0.624 -1.782
C: -4.014 -1.152 -0.813
C: -2.872 -1.853 -1.175
H: 0.230 -2.993 -4.377
H: -0.456 -1.383 -4.231
H: -1.357 -2.656 -5.091
H: -1.018 -4.972 -3.373
H: -2.630 -4.370 -3.832
H: -2.243 -4.693 -2.128
H: 0.018 -3.935 -1.561
H: -3.163 -1.625 -4.531
H: -5.181 -0.387 -3.893
H: -5.740 -0.061 -1.496
H: -4.232 -0.998 0.238
H: -2.174 -2.212 -0.427

***

The following is a quantum chemistry calculation of C34H35BrCaN4O as an isolated structure at a distorted geometry, from OMol25.

Results
DFT total energy in Eh: -4862.44009
LUMO level in hartree: -0.00488
Spin multiplicity: 1
Energy relative to the best compared isomer or geometry (same formula, charge and spin) in kJ/mol: 130.5
HOMO-LUMO gap in eV: 6.07

CARTESIAN COORDINATES (ANGSTROEM)
Ca: 0.993 -1.110 0.681
Br: 2.861 -5.170 -4.977
C: 2.642 -4.398 -3.258
C: 3.765 -4.142 -2.461
C: 3.607 -3.588 -1.215
C: 2.333 -3.235 -0.694
O: 2.231 -2.721 0.494
C: 1.200 -3.497 -1.537
C: -0.191 -3.197 -1.176
N: -0.553 -2.414 -0.229
C: -1.894 -2.242 0.236
C: -2.887 -3.110 -0.015
C: -4.208 -2.990 0.557
C: -4.400 -2.124 1.573
C: -3.341 -1.291 2.053
C: -3.347 -0.823 3.335
C: -2.172 -0.376 3.975
C: -0.991 -0.561 3.268
N: -0.876 -0.864 1.988
C: -2.105 -1.021 1.172
C: 1.392 -4.098 -2.796
H: 4.753 -4.388 -2.829
H: 4.464 -3.399 -0.580
H: -0.945 -3.694 -1.793
H: -2.675 -3.981 -0.627
H: -4.986 -3.683 0.263
H: -5.335 -2.129 2.127
H: -4.265 -0.928 3.910
H: -2.152 -0.123 5.027
H: -0.044 -0.466 3.805
H: 0.525 -4.313 -3.411
C: 0.440 -0.458 -2.954
N: 1.467 -0.135 -1.963
C: 2.794 -0.291 -2.556
C: 1.262 1.258 -1.504
C: 2.221 1.663 -0.402
C: 3.177 2.646 -0.660
C: 4.065 3.046 0.335
C: 3.987 2.446 1.585
C: 3.024 1.462 1.815
C: 2.094 1.026 0.852
H: 0.455 0.256 -3.791
H: -0.551 -0.430 -2.495
H: 0.612 -1.456 -3.356
H: 2.897 0.331 -3.458
H: 2.951 -1.336 -2.828
H: 3.564 0.000 -1.842
H: 0.229 1.313 -1.136
H: 1.338 1.954 -2.355
H: 3.233 3.105 -1.645
H: 4.814 3.802 0.130
H: 4.678 2.738 2.370
H: 3.010 1.016 2.810
C: 0.204 3.535 2.951
N: -0.619 3.324 1.719
C: 0.210 3.613 0.497
C: -1.186 1.930 1.759
C: -2.162 1.599 0.656
C: -2.818 2.629 -0.020
C: -3.660 2.398 -1.096
C: -3.831 1.093 -1.523
C: -3.228 0.061 -0.819
C: -2.431 0.268 0.309
H: 0.610 4.543 2.934
H: 1.004 2.804 2.937
H: -0.429 3.390 3.822
H: -1.396 3.975 1.753
H: 1.111 3.004 0.565
H: 0.462 4.671 0.502
H: -0.348 3.354 -0.396
H: -1.661 1.828 2.730
H: -0.305 1.300 1.741
H: -2.684 3.666 0.278
H: -4.156 3.225 -1.591
H: -4.447 0.871 -2.387
H: -3.398 -0.959 -1.140

***

The following is a quantum chemistry calculation of C34H35Cl2CsIN9O8S4 as an isolated structure at a distorted geometry, from OMol25.

Results
DFT total energy in Eh: -5242.32765
LUMO level in hartree: 0.12153
Spin multiplicity: 1
Energy relative to the best compared isomer or geometry (same formula, charge and spin) in kJ/mol: 309.9
HOMO-LUMO gap in eV: 4.52
Net charge: -2

CARTESIAN COORDINATES (ANGSTROEM)
Cs: -1.485 -1.004 -0.120
C: -0.926 0.920 -3.443
C: 0.111 -0.090 -3.843
C: 0.356 -0.377 -5.187
C: 1.300 -1.331 -5.505
C: 1.976 -1.977 -4.480
C: 1.677 -1.633 -3.166
N: 0.765 -0.710 -2.865
C: 2.402 -2.311 -2.053
C: 2.648 -3.681 -2.125
C: 3.374 -4.280 -1.112
C: 3.850 -3.494 -0.079
C: 3.547 -2.133 -0.083
N: 2.826 -1.559 -1.041
C: 4.078 -1.263 1.006
C: 5.449 -1.216 1.226
C: 5.916 -0.410 2.255
C: 5.004 0.297 3.011
C: 3.636 0.191 2.724
C: 2.632 0.956 3.519
N: 3.196 -0.588 1.735
H: -1.911 0.440 -3.428
H: -0.953 1.743 -4.159
H: -0.718 1.306 -2.445
H: -0.201 0.133 -5.963
H: 1.515 -1.570 -6.540
H: 2.743 -2.709 -4.699
H: 2.248 -4.264 -2.944
H: 3.561 -5.347 -1.128
H: 4.442 -3.917 0.722
H: 6.127 -1.774 0.592
H: 6.979 -0.334 2.454
H: 5.326 0.944 3.818
H: 2.812 0.843 4.590
H: 1.618 0.656 3.269
H: 2.706 2.025 3.301
O: -4.566 -2.190 -0.628
C: -4.831 -1.916 -1.779
C: -4.004 -2.157 -2.958
C: -4.596 -2.038 -4.204
C: -3.904 -2.312 -5.371
C: -2.547 -2.712 -5.309
C: -1.927 -2.823 -4.108
C: -2.608 -2.557 -2.855
O: -2.006 -2.672 -1.770
N: -4.562 -2.206 -6.632
O: -3.922 -2.452 -7.652
O: -5.744 -1.873 -6.665
H: -5.819 -1.464 -2.019
H: -5.636 -1.740 -4.276
H: -2.028 -2.922 -6.234
H: -0.889 -3.127 -4.033
N: 1.440 3.177 0.405
N: 0.343 3.996 0.797
C: -0.124 3.787 2.156
N: -1.317 4.572 2.323
S: 1.131 4.212 3.392
H: 1.189 2.196 0.530
H: 2.155 3.386 1.097
H: -0.414 3.810 0.145
H: -2.091 4.124 1.833
H: -1.546 4.558 3.308
O: -2.770 2.108 1.627
S: -1.471 1.472 1.517
O: -0.990 1.428 0.133
O: -1.422 0.130 2.097
O: -0.438 2.290 2.395
S: -2.715 4.343 -2.047
C: -2.178 4.547 -3.568
N: -2.823 4.161 -4.704
C: -2.037 4.097 -5.921
C: -0.986 5.191 -5.782
S: -0.633 5.279 -3.997
H: -3.604 3.536 -4.573
H: -2.677 4.272 -6.786
H: -1.556 3.119 -6.038
H: -1.364 6.157 -6.116
H: -0.070 4.953 -6.316
I: -1.413 -1.163 6.595
C: -0.051 -2.054 5.283
C: 1.267 -2.233 5.660
C: 2.127 -2.829 4.751
C: 1.619 -3.231 3.526
N: 0.349 -3.069 3.171
C: -0.472 -2.470 4.028
H: 1.620 -1.910 6.630
H: 3.175 -2.962 4.990
H: 2.257 -3.716 2.793
H: -1.495 -2.308 3.708
Cl: -2.338 -3.707 1.482
C: -2.453 -4.825 0.125
Cl: -0.846 -5.381 -0.398
H: -2.905 -4.286 -0.696
H: -3.022 -5.694 0.428

***

The following is a quantum chemistry calculation of C34H35Cl3N3O7P2Pt as an isolated structure, from OMol25.

Results
DFT total energy in Eh: -4189.96963
LUMO level in hartree: -0.11544
Spin multiplicity: 1
Energy relative to the best compared isomer or geometry (same formula, charge and spin) in kJ/mol: 233.9
HOMO-LUMO gap in eV: 8.47
Net charge: +1

CARTESIAN COORDINATES (ANGSTROEM)
Pt: 0.641 -0.656 0.151
O: 1.268 3.407 0.535
C: 0.970 2.327 0.961
O: 0.368 1.391 0.217
C: 1.153 1.943 2.421
C: -0.109 1.355 3.075
C: -0.005 1.520 4.598
C: 1.039 0.424 4.941
C: 1.326 -0.163 3.551
O: 0.041 -0.064 2.915
C: 2.201 0.830 2.761
C: 3.023 0.215 1.635
O: 4.205 0.436 1.570
O: 2.488 -0.673 0.795
H: 1.439 2.864 2.924
H: -1.043 1.688 2.631
H: -0.963 1.317 5.074
H: 0.312 2.521 4.885
H: 0.616 -0.335 5.596
H: 1.936 0.818 5.415
H: 1.671 -1.195 3.535
H: 2.963 1.256 3.410
C: 4.544 -5.525 0.435
C: 3.314 -6.060 0.074
C: 2.230 -5.227 -0.128
C: 2.362 -3.845 0.032
C: 3.601 -3.309 0.379
C: 4.684 -4.155 0.581
P: 0.879 -2.853 -0.311
C: 0.647 -3.031 -2.106
C: -0.597 -2.765 -2.675
C: -0.757 -2.741 -4.049
C: 0.337 -2.970 -4.874
C: 1.581 -3.226 -4.317
C: 1.739 -3.258 -2.939
C: -0.468 -3.773 0.495
C: -1.163 -4.820 -0.106
C: -2.150 -5.496 0.597
C: -2.438 -5.143 1.908
C: -1.745 -4.104 2.517
C: -0.770 -3.414 1.812
H: 5.391 -6.178 0.596
H: 3.200 -7.129 -0.050
H: 1.281 -5.663 -0.411
H: 3.725 -2.241 0.472
H: 5.641 -3.729 0.849
H: -1.446 -2.577 -2.031
H: -1.729 -2.542 -4.481
H: 0.219 -2.948 -5.948
H: 2.435 -3.402 -4.956
H: 2.715 -3.457 -2.514
H: -0.948 -5.097 -1.131
H: -2.689 -6.306 0.123
H: -3.199 -5.681 2.457
H: -1.960 -3.834 3.543
H: -0.243 -2.586 2.276
C: -4.674 -1.666 1.809
N: -4.462 -0.222 1.986
C: -5.451 0.515 1.194
N: -5.495 0.131 -0.223
C: -5.695 -1.319 -0.318
N: -4.680 -2.066 0.407
C: -3.355 -2.030 -0.230
P: -2.899 -0.294 -0.148
C: -3.098 0.137 1.600
C: -4.307 0.541 -0.965
H: -5.641 -1.927 2.241
H: -3.894 -2.210 2.343
H: -5.246 1.583 1.270
H: -6.435 0.321 1.620
H: -5.700 -1.613 -1.369
H: -6.668 -1.560 0.113
H: -3.437 -2.382 -1.260
H: -2.660 -2.665 0.316
H: -2.925 1.206 1.712
H: -2.354 -0.401 2.198
H: -4.377 0.208 -2.002
H: -4.179 1.620 -0.953
Cl: 0.774 0.635 -2.742
C: -0.531 1.710 -2.330
Cl: -0.041 3.375 -2.453
Cl: -1.916 1.374 -3.445
C: -1.187 1.499 -0.946
O: -1.934 2.248 -0.421
O: -1.400 0.026 -0.710

***

> DFT total energy of number 1 (C34H34IrN2O2PS4)?

-3614.51842 Eh